{"formula": "C10H19Br4NO5S", "method": "wB97M-V/def2-TZVPD", "symbols": ["Br", "H", "H", "C", "O", "C", "H", "H", "H", "H", "C", "H", "O", "C", "C", "H", "Br", "C", "H", "H", "O", "H", "H", "O", "C", "N", "H", "C", "H", "O", "Br", "S", "H", "H", "H", "Br", "C", "C", "H", "H"], "positions_angstrom": [[3.553, -0.710, 2.794], [-2.233, -0.733, 1.190], [3.593, 1.178, 0.532], [-2.852, -1.539, 1.651], [-1.679, -3.871, 0.282], [-3.294, -0.103, -1.589], [-4.328, -4.305, 0.627], [-2.981, -2.946, -2.293], [-5.446, -2.939, 0.491], [4.154, 3.931, 1.637], [-2.358, -3.030, -0.197], [4.452, -1.291, 0.569], [-0.895, 1.387, 0.564], [-4.484, -3.258, 0.966], [5.021, 4.114, 1.002], [-3.839, 0.103, -2.536], [1.143, 0.675, 0.344], [4.649, 5.005, -0.154], [4.124, 5.891, 0.199], [-1.864, -0.872, -2.898], [-2.756, 1.155, -1.092], [-1.184, -2.966, -2.003], [-2.207, -2.102, 2.359], [-0.851, -0.412, -1.247], [-2.155, -2.542, -1.673], [-3.397, -2.350, 0.544], [-3.698, -1.022, 2.149], [-2.049, -1.001, -1.801], [-4.049, -0.380, -0.833], [-0.478, 2.176, -1.602], [5.582, 2.353, 0.390], [-1.137, 1.151, -0.864], [2.753, -1.788, 0.693], [5.831, 4.513, 1.606], [-4.664, -3.195, 2.060], [6.231, 5.681, -1.068], [3.452, -0.973, 0.864], [3.063, 0.301, 0.157], [4.042, 4.503, -0.903], [3.234, 0.210, -0.917]], "lumo_energy_ev": 0.255, "orbital_gap_ev": 9.6, "e_homo_ev": -9.34}